The following is a quantum chemistry calculation of a molecular structure, C32H45NO7, from the Open Molecules 2025 dataset.

Geometry (Å):
C1 -2.661 6.038 -2.941
C2 -1.606 6.228 -1.828
C3 -2.112 5.432 -0.712
C4 -1.025 5.417 0.538
H1 0.125 5.038 0.264
H2 -0.892 6.342 0.902
C5 -1.570 4.463 1.951
C6 -1.468 3.108 1.419
C7 -2.682 2.503 1.139
C8 -2.890 1.181 0.948
O1 -4.056 0.498 0.472
O2 -1.720 0.302 0.809
C9 -0.374 0.959 1.313
C10 0.410 -0.017 1.130
C11 1.891 0.466 1.407
C12 1.913 1.693 1.869
C13 0.972 2.729 1.978
C14 -0.411 2.217 1.602
O3 1.097 4.110 2.004
C15 2.308 4.415 2.422
H3 2.390 5.514 2.555
H4 2.701 3.830 3.279
H5 2.988 4.317 1.479
H6 2.825 2.022 2.049
O4 2.889 -0.425 1.137
C16 4.073 0.013 1.699
H7 4.566 0.710 1.172
H8 4.630 -0.940 1.475
H9 4.124 0.211 2.827
C17 0.223 -1.458 0.903
C18 -0.239 -1.559 -0.721
C19 0.860 -1.494 -1.652
C20 0.339 -1.506 -2.969
C21 -0.873 -1.666 -3.211
C22 -1.891 -1.759 -2.229
C23 -1.701 -1.678 -1.099
H10 -2.177 -1.688 -0.284
O5 -3.443 -1.906 -2.587
C24 -4.278 -1.874 -1.777
H11 -4.316 -2.890 -1.184
H12 -4.330 -0.913 -0.956
H13 -5.375 -2.057 -2.258
O6 -1.433 -1.774 -4.540
C25 -0.651 -2.378 -5.458
H14 -0.288 -3.391 -5.336
H15 0.132 -1.572 -5.884
H16 -1.414 -2.418 -6.287
O7 1.319 -1.296 -3.816
C26 2.695 -1.336 -3.769
H17 3.151 -1.492 -4.626
H18 2.986 -2.234 -3.143
H19 2.926 -0.449 -3.123
H20 1.775 -1.192 -1.411
C27 -0.660 -2.146 1.990
H21 -0.297 -1.891 2.984
H22 -1.866 -1.848 1.867
C28 -0.498 -3.706 1.622
N1 0.726 -4.325 1.705
C29 1.179 -4.351 2.978
C30 2.204 -3.396 3.473
H23 2.310 -2.346 3.129
H24 2.719 -3.549 4.388
H25 3.325 -3.685 2.601
H26 0.432 -4.264 3.832
H27 1.551 -5.389 3.366
C31 0.988 -5.362 0.940
C32 2.475 -5.583 0.662
H28 2.850 -5.825 1.408
H29 2.612 -6.526 -0.082
H30 2.496 -4.711 0.297
H31 0.416 -6.303 1.275
H32 0.373 -5.199 -0.017
H33 -1.229 -4.268 2.308
H34 -0.970 -3.852 0.305
H35 1.327 -1.886 0.985
H36 -3.630 3.245 1.135
H37 -2.513 4.852 1.918
H38 -0.838 4.828 2.556
H39 -2.958 5.912 -0.450
H40 -2.256 4.235 -0.822
H41 -1.469 7.029 -1.523
H42 -0.567 5.783 -2.093
H43 -3.663 6.326 -2.534
H44 -2.769 5.000 -3.145
H45 -2.231 6.808 -4.001

- Charge: 0
- ΔE to the lowest compared entry with this formula, charge and spin: 639.7 kcal per mole
- Highest occupied orbital energy: -7.715 eV

Mulliken atomic charge list, values in e, 2 entries: C -1.070; C -1.009

***

The following is a quantum chemistry calculation of a molecular structure, C32H46AuN8O2SbSi, from the Open Molecules 2025 dataset.

Geometry (Å):
Au1 0.017 1.707 -0.641
C1 4.837 -1.029 -2.299
N1 3.881 -0.087 -1.758
C2 2.545 -0.079 -1.844
N2 2.075 0.990 -1.237
C3 3.187 1.612 -0.773
N3 4.302 0.992 -1.070
C4 5.266 -2.120 -1.344
C5 6.562 -2.611 -1.440
C6 6.978 -3.673 -0.651
C7 6.101 -4.255 0.246
C8 4.805 -3.758 0.357
C9 4.388 -2.689 -0.432
C10 3.881 -4.409 1.281
N4 3.942 -5.603 1.760
N5 2.818 -5.773 2.545
C11 2.160 -4.669 2.484
O1 2.775 -3.743 1.702
C12 0.874 -4.331 3.088
C13 -0.080 -5.327 3.276
C14 -1.329 -4.983 3.763
C15 -1.627 -3.656 4.044
C16 -0.668 -2.664 3.887
C17 -1.011 -1.237 4.239
N6 -0.336 -0.272 3.395
C18 -0.025 -0.320 2.091
N7 0.596 0.781 1.732
C19 0.625 1.504 2.881
N8 0.085 0.900 3.912
C20 0.592 -3.012 3.418
H1 5.705 -0.447 -2.607
H2 4.396 -1.460 -3.201
H3 1.973 -0.827 -2.368
H4 3.163 2.537 -0.224
H5 7.255 -2.157 -2.138
H6 7.990 -4.043 -0.732
H7 6.404 -5.087 0.865
H8 3.379 -2.310 -0.331
H9 0.162 -6.349 3.017
H10 -2.084 -5.745 3.898
H11 -2.618 -3.391 4.391
H12 -0.699 -0.994 5.255
H13 -2.092 -1.091 4.180
H14 -0.249 -1.165 1.461
H15 1.057 2.488 2.948
H16 1.353 -2.255 3.281
C21 -1.118 6.376 -1.550
Si1 0.085 5.012 -1.028
C22 1.321 5.772 0.195
C23 1.068 4.519 -2.574
O2 -0.701 3.776 -0.380
H17 -0.602 7.261 -1.929
H18 -1.736 6.682 -0.704
H19 -1.788 6.020 -2.336
H20 1.728 6.723 -0.157
H21 2.168 5.103 0.371
H22 0.832 5.947 1.155
H23 1.506 5.392 -3.066
H24 0.421 4.014 -3.295
H25 1.882 3.833 -2.330
C24 -3.878 1.691 -3.662
C25 -4.080 1.732 -2.154
C26 -4.299 3.160 -1.667
Sb1 -2.402 0.857 -1.121
C27 -3.207 0.657 0.883
C28 -4.705 0.402 0.979
C29 -2.816 1.864 1.731
C30 -2.539 -1.238 -1.707
C31 -1.648 -1.490 -2.919
C32 -3.933 -1.805 -1.936
H26 -4.738 2.133 -4.172
H27 -3.754 0.675 -4.043
H28 -2.994 2.265 -3.952
H29 -4.933 1.106 -1.878
H30 -3.417 3.777 -1.853
H31 -4.503 3.208 -0.596
H32 -5.146 3.612 -2.190
H33 -2.670 -0.224 1.253
H34 -5.276 1.233 0.559
H35 -5.007 0.311 2.027
H36 -5.020 -0.506 0.466
H37 -3.360 2.756 1.414
H38 -1.759 2.112 1.646
H39 -3.060 1.683 2.783
H40 -2.085 -1.739 -0.842
H41 -2.046 -1.006 -3.814
H42 -1.575 -2.560 -3.135
H43 -0.640 -1.098 -2.761
H44 -4.460 -1.265 -2.727
H45 -4.553 -1.766 -1.043
H46 -3.875 -2.852 -2.250

- Charge: 0
- ΔE to the lowest compared entry with this formula, charge and spin: 28.0 kcal per mole
- Highest occupied orbital energy: -7.145 eV

Mulliken atomic charge list, values in e, 2 entries: Au 2.206; C -1.324

***

The following is a quantum chemistry calculation of a molecular structure, C32H46Br2F2InN2Si, from the Open Molecules 2025 dataset.

Geometry (Å):
C1 8.010 -2.111 0.959
C2 6.483 -2.576 1.269
Br1 6.001 -3.484 2.952
C3 5.515 -2.267 0.282
Br2 6.037 -1.314 -1.408
In1 3.269 -2.746 0.456
N1 2.438 -0.982 1.418
C4 2.537 -3.013 -1.668
N2 1.573 -4.145 -1.883
C5 2.837 -4.478 1.842
C6 1.477 -5.320 1.596
C7 0.105 -4.511 1.368
C8 -0.491 -3.783 2.665
C9 -2.126 -3.725 2.547
C10 -2.746 -2.251 2.300
C11 -3.506 -2.085 0.890
C12 -3.609 -0.564 0.357
Si1 -1.919 0.153 -0.181
C13 -0.770 -1.383 -0.482
C14 -1.316 1.284 1.237
C15 -1.949 1.103 -1.849
C16 -1.795 0.217 -3.145
C17 -1.750 0.791 -4.577
C18 -1.852 2.335 -4.744
C19 -2.032 3.200 -3.481
C20 -2.077 2.636 -2.026
H1 8.334 -2.424 -0.098
H2 8.740 -2.424 1.776
H3 7.966 -0.955 0.928
H4 1.645 -1.233 2.022
H5 2.195 -0.264 0.724
H6 3.476 -3.266 -2.302
H7 2.150 -2.018 -2.112
H8 1.705 -4.915 -1.217
H9 0.635 -3.723 -1.804
H10 2.941 -4.073 2.918
H11 3.698 -5.230 1.702
H12 1.317 -5.941 2.564
H13 1.704 -6.074 0.756
H14 -0.678 -5.306 1.056
H15 0.244 -3.837 0.459
H16 -0.261 -4.395 3.610
H17 -0.109 -2.717 2.803
H18 -2.542 -4.441 1.762
H19 -2.512 -4.113 3.567
H20 -3.548 -2.111 3.125
H21 -1.939 -1.476 2.517
H22 -4.601 -2.417 1.072
H23 -3.089 -2.815 0.115
H24 -4.269 -0.586 -0.587
H25 -4.127 0.135 1.102
H26 -1.310 -2.247 -0.995
H27 0.186 -1.043 -1.004
H28 -0.473 -1.736 0.571
H29 -1.663 0.825 2.230
H30 -1.845 2.307 1.114
H31 -0.184 1.370 1.214
H32 -1.696 -0.923 -3.022
H33 -1.606 0.094 -5.462
H34 -1.786 2.760 -5.808
H35 -2.099 4.328 -3.588
H36 -2.192 3.271 -1.092
F1 -2.552 5.754 -5.347
C21 -3.832 6.057 -5.086
C22 -4.123 7.030 -4.142
C23 -5.451 7.348 -3.875
C24 -6.473 6.682 -4.547
C25 -6.169 5.703 -5.489
C26 -4.842 5.393 -5.765
H37 -3.315 7.531 -3.623
H38 -5.689 8.112 -3.144
H39 -7.509 6.927 -4.335
H40 -6.966 5.182 -6.009
H41 -4.587 4.640 -6.501
F2 2.428 2.657 1.641
C27 2.825 2.588 2.921
C28 3.158 3.756 3.590
C29 3.568 3.690 4.917
C30 3.651 2.457 5.558
C31 3.319 1.289 4.875
C32 2.897 1.353 3.550
H42 3.097 4.706 3.072
H43 3.824 4.599 5.452
H44 3.976 2.406 6.592
H45 3.388 0.329 5.375
H46 2.626 0.444 3.007

- Charge: -1
- ΔE to the lowest compared entry with this formula, charge and spin: 159.0 kcal per mole
- Highest occupied orbital energy: -4.130 eV

Mulliken atomic charge list, values in e, 2 entries: C -1.006; C 0.284

***

The following is a quantum chemistry calculation of a molecular structure, C32H46BrN6O2, from the Open Molecules 2025 dataset.

Geometry (Å):
C1 -0.811 4.632 3.712
C2 -1.023 4.774 2.059
C3 -0.406 3.484 1.254
C4 -0.062 6.074 1.631
C5 -2.551 5.192 1.637
C6 -3.608 3.946 1.516
C7 -5.130 4.631 1.621
C8 -3.530 2.845 2.728
C9 -3.581 3.145 0.084
C10 -2.710 3.546 -1.246
C11 -2.759 2.598 -2.614
C12 -3.683 1.245 -2.660
O1 -3.747 0.316 -3.837
C13 -2.691 -0.693 -3.495
C14 -3.319 -2.038 -2.777
O2 -2.317 -3.060 -2.439
C15 -2.030 -3.057 -0.966
C16 -1.215 -4.436 -0.658
C17 -0.251 -4.448 0.649
C18 0.616 -5.870 0.588
N1 1.424 -6.899 0.453
C19 0.651 -3.121 0.929
C20 -0.342 -2.087 1.795
N2 -0.937 -1.057 2.362
C21 1.801 -3.562 2.052
C22 3.265 -3.921 1.426
C23 4.259 -2.590 1.229
C24 5.420 -2.826 0.093
N3 5.494 -1.526 -0.718
C25 6.244 -1.717 -2.018
N4 7.178 -0.751 -2.370
N5 6.024 -2.853 -2.993
C26 1.299 -2.405 -0.415
C27 1.848 -3.417 -1.619
C28 2.470 -2.549 -2.898
C29 2.426 -0.931 -2.729
N6 1.963 -0.064 -1.612
C30 1.389 -0.777 -0.429
C31 -4.597 0.856 -1.355
C32 -4.550 1.787 -0.007
H1 -0.952 3.467 3.929
H2 0.313 4.871 3.949
H3 -1.587 5.272 4.312
H4 -1.097 2.540 1.223
H5 -0.059 3.819 0.162
H6 0.592 3.168 1.811
H7 -0.304 6.456 0.536
H8 1.082 5.808 1.662
H9 -0.213 6.968 2.391
H10 -2.961 5.954 2.437
H11 -2.527 5.735 0.600
H12 -5.917 3.736 1.674
H13 -5.316 5.337 0.690
H14 -5.165 5.251 2.613
H15 -4.612 2.346 2.814
H16 -3.273 3.290 3.783
H17 -2.810 1.937 2.442
H18 -2.044 4.523 -1.200
H19 -2.114 2.919 -3.537
H20 -1.959 -0.156 -2.750
H21 -2.081 -0.948 -4.487
H22 -3.995 -1.823 -1.846
H23 -4.034 -2.532 -3.597
H24 -1.447 -2.063 -0.765
H25 -3.014 -3.060 -0.331
H26 -2.032 -5.290 -0.500
H27 -0.595 -4.762 -1.600
H28 -0.962 -4.578 1.600
H29 1.950 -2.586 2.723
H30 1.392 -4.383 2.816
H31 3.827 -4.573 2.254
H32 3.245 -4.612 0.467
H33 4.758 -2.433 2.299
H34 3.662 -1.623 0.953
H35 5.277 -3.783 -0.564
H36 6.454 -2.909 0.659
H37 5.947 -0.827 -0.086
H38 7.230 0.004 -1.646
H39 5.785 -2.396 -3.918
H40 5.142 -3.322 -2.690
H41 1.805 -4.585 -1.580
H42 2.877 -3.093 -3.862
H43 2.844 -0.334 -3.678
H44 1.023 -0.077 0.467
H45 -5.280 -0.094 -1.403
H46 -5.223 1.454 0.911
Br1 8.449 -0.428 -0.100

- Charge: -1
- Highest occupied orbital energy: -3.311 eV

Mulliken atomic charge list, values in e, 2 entries: C -1.266; C 1.517

***

The following is a quantum chemistry calculation of a molecular structure, C32H46F5IrN5O2PS4Sb, from the Open Molecules 2025 dataset.

Geometry (Å):
Ir1 1.564 0.446 0.115
C1 1.325 3.478 4.678
N1 1.288 3.318 3.225
C2 1.171 4.532 2.418
C3 1.491 2.144 2.611
N2 1.788 2.042 1.352
N3 1.424 1.007 3.402
C4 1.794 -0.289 3.077
N4 1.772 -1.131 4.136
N5 2.095 -0.651 1.877
H1 1.711 4.467 4.908
H2 2.005 2.762 5.137
H3 0.331 3.384 5.122
H4 0.676 5.294 3.013
H5 0.557 4.345 1.538
H6 2.152 4.907 2.116
H7 1.922 2.927 0.883
H8 1.026 1.127 4.318
H9 1.778 -0.788 5.081
H10 2.044 -2.090 4.007
H11 2.349 -1.629 1.803
C5 0.249 -3.840 0.962
C6 -0.217 -4.212 -0.430
C7 -1.465 -3.478 -0.864
O1 0.907 -4.027 -1.352
P1 1.470 -2.880 -2.252
S1 0.142 -2.135 -3.553
S2 2.364 -1.346 -1.291
O2 2.581 -3.573 -3.088
C8 3.497 -4.689 -2.767
C9 4.141 -4.503 -1.412
C10 2.771 -6.005 -2.930
H12 -0.502 -4.145 1.691
H13 0.385 -2.759 1.037
H14 1.185 -4.348 1.197
H15 -0.389 -5.286 -0.488
H16 -1.314 -2.399 -0.834
H17 -2.269 -3.730 -0.171
H18 -1.770 -3.773 -1.868
H19 4.245 -4.581 -3.549
H20 3.405 -4.592 -0.611
H21 4.633 -3.533 -1.339
H22 4.891 -5.282 -1.271
H23 2.064 -6.172 -2.119
H24 3.501 -6.815 -2.924
H25 2.239 -6.035 -3.880
C11 5.853 0.213 0.505
S3 4.348 1.033 -0.045
C12 4.810 1.523 -1.716
H26 6.617 0.966 0.684
H27 6.196 -0.503 -0.240
H28 5.637 -0.310 1.434
H29 5.302 0.696 -2.225
H30 5.471 2.386 -1.683
H31 3.906 1.779 -2.251
S4 -0.570 -0.184 0.650
Sb1 -2.460 0.947 -0.180
C13 -2.764 2.721 0.889
C14 -3.774 3.601 0.512
C15 -3.979 4.763 1.242
C16 -3.188 5.035 2.350
C17 -2.198 4.142 2.735
C18 -1.974 2.986 2.000
C19 -3.872 -0.410 0.564
C20 -3.992 -0.525 1.947
C21 -4.893 -1.431 2.484
C22 -5.670 -2.218 1.644
C23 -5.553 -2.098 0.267
C24 -4.655 -1.192 -0.279
C25 -2.762 1.159 -2.228
C26 -2.939 2.421 -2.782
C27 -3.153 2.535 -4.149
C28 -3.182 1.400 -4.945
C29 -2.999 0.142 -4.384
C30 -2.786 0.015 -3.022
H32 -4.420 3.384 -0.330
H33 -4.762 5.450 0.952
H34 -3.349 5.942 2.916
H35 -1.606 4.346 3.618
H36 -1.201 2.284 2.292
H37 -3.395 0.094 2.608
H38 -4.996 -1.518 3.558
H39 -6.377 -2.920 2.065
H40 -6.169 -2.703 -0.385
H41 -4.590 -1.089 -1.355
H42 -2.893 3.313 -2.170
H43 -3.292 3.513 -4.590
H44 -3.339 1.495 -6.011
H45 -3.019 -0.740 -5.011
H46 -2.618 -0.967 -2.593
F1 2.012 2.872 -1.279
C31 1.073 1.849 -1.299
F2 -0.119 2.495 -0.939
C32 0.872 1.540 -2.791
F3 2.016 1.155 -3.360
F4 -0.022 0.552 -2.928
F5 0.413 2.599 -3.458

- Multiplicity: 2
- Expectation value of S²: 0.76
- Charge: +2
- ΔE to the lowest compared entry with this formula, charge and spin: 12.1 kcal per mole
- Highest occupied orbital energy (spin up / spin down): -13.141 / -13.133 eV

Mulliken atomic charge list, values in e, 2 entries: Ir 0.513; C -1.353

***

What strongest force on any atom values result from the calculations? In sequence: 18.9; 0.7; 4.8; 12.5; 2.3 eV/A.